Here is 12 unconnected molecules or ions with the total composition C52H121N11O17P2 in a non-equilibrium geometry from OMol25. Energies are from the ωB97M-V functional and the def2-TZVPD basis.

## Properties
total charge	0
highest occupied orbital energy	-8.23	eV
electronic energy	-125664.6784	eV
max |F|	3.20	eV Å⁻¹
LUMO energy	-0.062	eV
gap between HOMO and LUMO	8.172	eV
molar mass	1234.548	g mol⁻¹

Geometry as XYZ:
```
203
Properties=species:S:1:pos:R:3:forces:R:3
C 3.419 -2.919 4.328 -0.2 -0.7 -0.6
N 2.636 -3.033 5.532 -0.1 0.3 0.1
C 1.500 -3.941 5.507 0.3 -0.2 0.5
P 3.096 -2.320 6.957 -1.1 -0.6 0.3
O 2.122 -2.667 8.009 0.0 -0.2 0.1
N 4.619 -2.771 7.373 0.4 0.9 0.4
C 5.762 -2.435 6.572 0.7 -0.1 -0.4
C 4.766 -3.948 8.153 0.0 -1.8 0.1
N 3.268 -0.747 6.570 1.0 0.7 -0.2
C 2.229 -0.092 5.823 -0.5 0.0 -0.2
C 3.990 0.144 7.461 -0.8 0.0 0.7
H 4.146 -3.735 4.205 0.1 0.2 0.1
H 3.921 -1.958 4.242 0.1 0.1 0.1
H 2.741 -3.044 3.474 0.1 0.3 0.0
H 1.140 -4.018 4.481 -0.1 -0.1 0.0
H 0.707 -3.584 6.160 0.0 0.1 -0.1
H 1.785 -4.928 5.893 -0.1 -0.1 -0.3
H 5.782 -2.999 5.635 0.1 0.2 -0.2
H 5.821 -1.363 6.395 -0.1 -0.1 -0.3
H 6.689 -2.709 7.083 -0.2 0.0 0.2
H 4.647 -4.861 7.535 0.0 0.1 0.1
H 5.774 -4.029 8.561 0.0 0.3 0.2
H 4.028 -4.034 8.945 0.0 0.3 0.1
H 1.863 -0.797 5.080 -0.2 0.1 0.0
H 1.398 0.216 6.472 0.0 0.0 -0.1
H 2.619 0.780 5.298 0.1 0.0 0.0
H 4.317 1.013 6.891 0.4 -0.1 0.1
H 4.775 -0.393 7.990 0.3 0.2 -0.3
H 3.326 0.509 8.264 0.0 0.1 -0.2
C -0.061 1.563 -0.818 0.1 0.5 0.0
N -0.449 0.187 -0.629 -0.9 0.0 -0.1
C -0.131 -0.715 -1.720 -0.2 -0.1 -0.5
P -0.777 -0.332 0.914 0.6 -1.0 0.0
O -1.564 0.584 1.763 0.7 0.9 -0.2
N -1.489 -1.805 0.682 -0.5 -0.5 -0.5
C -2.801 -1.757 0.006 0.6 0.8 0.1
C -1.490 -2.699 1.838 0.0 0.5 0.4
N 0.705 -0.744 1.545 -0.6 -0.3 1.2
C 1.490 -1.823 0.968 -0.7 0.9 -1.1
C 1.406 0.186 2.392 1.2 0.2 0.4
H 0.974 1.738 -0.494 0.0 0.1 -0.2
H -0.701 2.250 -0.256 0.0 -0.2 0.1
H -0.170 1.833 -1.870 0.2 0.0 0.0
H -0.025 -1.750 -1.403 0.0 0.1 0.2
H 0.794 -0.422 -2.224 0.0 0.0 0.0
H -0.944 -0.726 -2.465 0.2 0.1 0.0
H -3.584 -1.457 0.712 -0.1 -0.4 -0.1
H -2.766 -0.968 -0.750 0.0 -0.2 0.0
H -2.975 -2.702 -0.502 -0.3 -0.1 0.2
H -1.993 -2.233 2.698 0.0 -0.1 -0.1
H -2.019 -3.619 1.600 0.1 -0.1 -0.1
H -0.461 -2.893 2.130 -0.1 -0.3 0.1
H 0.812 -2.386 0.327 0.2 -0.3 0.1
H 2.211 -1.357 0.279 0.5 -0.5 0.3
H 1.904 -2.490 1.718 0.3 0.2 0.0
H 2.359 -0.246 2.721 -0.1 -0.1 -0.3
H 0.941 0.421 3.350 -0.6 0.1 -0.3
H 1.694 1.108 1.867 -0.2 0.0 0.1
C 7.725 2.763 4.996 0.6 -0.7 0.6
O 6.534 2.874 4.284 -0.1 0.0 -0.9
C 6.355 1.778 3.346 -0.2 0.6 1.3
C 5.055 2.025 2.603 -0.7 0.1 -0.3
C 5.141 3.260 1.699 0.0 0.1 -0.2
N 3.948 2.116 3.599 1.1 0.0 0.3
H 7.666 1.987 5.783 -0.1 0.1 -0.2
H 7.971 3.696 5.501 -0.2 0.2 -0.2
H 8.574 2.473 4.362 -0.1 0.2 -0.1
H 7.218 1.733 2.677 -0.1 -0.1 0.0
H 6.290 0.890 3.993 0.0 -0.3 -0.5
H 4.856 1.158 1.959 0.1 0.0 0.2
H 4.144 3.665 1.528 0.0 0.1 0.0
H 5.548 3.034 0.708 0.1 -0.1 0.2
H 5.756 4.044 2.140 -0.1 0.0 0.1
H 4.421 2.512 4.412 -0.5 0.0 0.1
H 3.253 2.807 3.343 0.1 0.0 -0.3
C 0.540 -2.830 -4.830 -0.5 -0.9 0.0
O 1.621 -1.975 -4.589 -0.4 0.6 0.0
C 1.672 -1.034 -5.640 -0.7 -0.3 -0.4
C 2.926 -0.241 -5.593 0.4 1.3 0.3
C 3.031 0.599 -4.309 0.4 -0.7 0.2
N 2.922 0.668 -6.766 0.2 0.0 0.2
H -0.383 -2.357 -5.196 0.3 0.5 0.1
H 0.255 -3.334 -3.907 0.3 -0.2 0.0
H 0.817 -3.560 -5.602 0.0 -0.2 0.1
H 1.541 -1.572 -6.589 0.4 0.1 -0.1
H 0.803 -0.346 -5.590 0.1 -0.1 0.3
H 3.802 -0.893 -5.619 -0.1 -0.1 -0.4
H 4.037 1.028 -4.297 -0.2 0.4 0.0
H 2.960 0.004 -3.392 -0.1 -0.1 -0.1
H 2.252 1.359 -4.288 0.1 0.2 0.0
H 3.772 1.231 -6.736 0.0 -0.3 -0.1
H 2.197 1.370 -6.602 0.0 -0.2 0.0
C 0.457 -5.521 -0.321 0.2 0.9 0.5
O -0.632 -5.454 -1.212 0.5 -0.3 -0.2
C -1.486 -6.563 -1.047 -0.3 0.3 0.7
C -2.553 -6.561 -2.115 -0.2 -0.7 0.0
C -3.530 -5.433 -1.943 0.2 1.1 0.0
N -3.300 -7.828 -2.108 0.0 0.0 0.0
H 1.224 -4.818 -0.651 -0.1 -0.1 -0.3
H 0.903 -6.515 -0.230 -0.1 -0.1 -0.1
H 0.180 -5.151 0.680 -0.2 -0.4 0.0
H -0.930 -7.510 -1.063 0.1 0.1 -0.1
H -1.970 -6.488 -0.056 0.0 -0.2 -0.1
H -2.047 -6.477 -3.082 0.0 0.1 0.0
H -4.253 -5.419 -2.758 -0.2 -0.1 0.1
H -3.015 -4.466 -1.949 0.1 -0.1 -0.2
H -4.023 -5.445 -0.965 -0.1 -0.4 -0.1
H -4.075 -7.791 -1.456 0.1 0.0 0.0
H -2.715 -8.607 -1.826 0.0 0.0 -0.1
C -3.461 5.184 4.654 0.1 -0.5 -0.4
O -4.249 4.017 4.582 0.1 0.3 0.3
C -3.798 3.115 3.605 -0.4 0.2 -0.4
C -4.603 1.828 3.739 0.8 -0.2 -0.7
C -4.197 1.071 4.988 -0.7 -0.6 0.2
N -4.385 0.931 2.594 0.6 0.2 0.1
H -3.873 5.802 5.443 0.1 0.2 0.0
H -3.463 5.708 3.686 -0.1 0.1 0.2
H -2.409 4.926 4.858 -0.2 0.1 0.2
H -3.987 3.530 2.595 0.1 0.1 0.1
H -2.713 2.953 3.702 -0.1 -0.2 0.0
H -5.653 2.125 3.706 -0.1 -0.1 0.5
H -4.875 0.214 5.071 0.1 0.1 0.3
H -4.231 1.665 5.899 -0.1 0.1 0.0
H -3.202 0.626 4.900 0.1 0.3 -0.2
H -4.674 1.343 1.709 -0.1 -0.1 0.5
H -3.367 0.792 2.507 -0.6 -0.1 -0.1
C -3.262 5.874 -8.702 -0.2 0.4 -0.2
O -2.971 6.361 -7.420 -0.1 0.3 -0.1
C -2.198 5.466 -6.672 0.1 0.5 0.4
C -1.964 6.035 -5.266 0.0 -0.6 -0.2
C -1.276 7.377 -5.325 -0.4 0.9 -0.2
N -1.175 5.081 -4.491 0.3 -0.2 0.1
H -3.962 5.032 -8.636 0.1 -0.1 -0.2
H -2.355 5.611 -9.262 0.0 -0.3 0.2
H -3.731 6.684 -9.259 -0.1 -0.1 0.1
H -2.724 4.500 -6.592 0.2 -0.1 -0.1
H -1.210 5.352 -7.150 -0.1 -0.3 0.0
H -2.943 6.146 -4.785 0.1 0.0 0.0
H -2.001 8.158 -5.577 0.0 -0.2 -0.2
H -0.502 7.435 -6.094 0.1 -0.2 0.1
H -0.870 7.698 -4.370 0.2 -0.3 0.2
H -1.489 4.128 -4.650 -0.1 0.0 0.1
H -0.206 5.078 -4.804 -0.1 0.1 0.1
O -5.514 -0.476 -1.392 -0.4 -0.5 0.1
C -4.898 0.542 -1.411 0.7 0.2 0.0
C -4.327 1.241 -2.630 -0.2 0.7 0.4
C -3.508 2.399 -2.038 -0.2 0.3 -0.5
C -4.057 2.532 -0.622 0.2 -0.2 0.0
O -4.584 1.226 -0.281 -0.2 0.4 -0.6
H -3.765 0.559 -3.259 0.0 -0.1 0.0
H -5.201 1.598 -3.186 0.2 0.0 -0.1
H -2.441 2.202 -2.052 0.0 -0.2 0.1
H -3.646 3.341 -2.575 0.0 -0.1 0.0
H -3.288 2.803 0.099 0.0 -0.2 0.1
H -4.860 3.270 -0.556 -0.1 -0.2 0.0
O -7.933 -5.761 1.435 -0.2 -1.0 0.7
C -7.578 -4.898 0.706 -0.1 0.4 -0.7
C -7.419 -4.967 -0.803 0.5 1.1 -0.5
C -7.500 -3.486 -1.199 -0.3 0.4 -0.2
C -6.973 -2.773 0.034 0.6 -0.2 0.7
O -7.308 -3.656 1.146 0.1 0.4 -0.4
H -6.414 -5.304 -1.072 0.0 -0.3 0.3
H -8.122 -5.600 -1.326 -0.2 -0.2 0.3
H -6.922 -3.229 -2.085 0.0 0.0 0.0
H -8.530 -3.167 -1.387 0.0 -0.2 0.0
H -5.886 -2.645 0.026 -0.1 -0.2 -0.1
H -7.363 -1.788 0.268 -0.3 -0.1 -0.2
O 6.231 -2.280 0.555 0.8 0.6 0.9
C 5.505 -2.641 -0.303 -0.4 -0.5 -0.9
C 4.999 -1.881 -1.510 -0.8 0.2 0.4
C 4.212 -2.892 -2.339 -0.3 0.4 0.3
C 4.178 -4.138 -1.450 0.4 -0.8 -0.6
O 4.956 -3.879 -0.277 -0.4 0.0 -0.1
H 4.294 -1.170 -1.058 0.2 0.2 -0.2
H 5.749 -1.297 -2.028 0.3 -0.1 0.0
H 3.196 -2.530 -2.478 0.0 0.0 -0.3
H 4.651 -3.077 -3.314 0.0 -0.1 0.0
H 3.167 -4.453 -1.203 0.0 0.2 0.4
H 4.637 -5.000 -1.945 0.0 0.1 0.0
O 0.331 2.469 -5.452 1.1 0.4 1.0
C -0.473 2.103 -6.239 -0.8 -0.2 -1.1
C -0.278 1.749 -7.701 -0.7 -0.1 0.9
C -1.703 1.809 -8.258 0.3 -0.3 -0.5
C -2.567 1.482 -7.028 0.9 0.4 -0.2
O -1.761 1.897 -5.888 -0.4 -0.1 -0.1
H 0.488 2.362 -8.157 0.0 0.0 -0.2
H 0.058 0.706 -7.612 0.1 0.1 -0.5
H -1.992 2.770 -8.686 0.3 0.2 0.3
H -1.792 1.103 -9.086 -0.3 -0.1 0.2
H -3.460 2.098 -7.010 -0.3 -0.3 0.1
H -2.762 0.416 -6.938 -0.2 0.0 0.1
O 2.473 5.790 1.500 2.6 1.7 -0.8
C 1.525 5.211 1.846 -2.0 -1.1 0.0
C 0.112 5.364 1.343 0.2 -0.4 0.1
C -0.717 4.602 2.368 -0.4 0.3 -0.5
C 0.292 3.635 2.971 -0.6 -0.5 -0.1
O 1.597 4.157 2.676 -0.2 -0.5 1.0
H -0.128 6.401 1.162 -0.1 0.2 0.0
H 0.139 4.841 0.380 -0.2 0.1 0.0
H -1.136 5.269 3.120 0.1 0.0 0.0
H -1.548 4.075 1.896 0.0 0.0 0.2
H 0.127 3.515 4.040 0.4 0.1 0.1
H 0.191 2.643 2.527 0.1 0.1 -0.1
```
Positions in Å, forces in eV/Å.

Atomic partial charges in e from the Löwdin method, atoms 1 to 5: number 1, C, carries -0.117; number 2, N, carries -0.303; number 3, C, carries -0.093; number 4, P, carries 0.466; number 5, O, carries -0.278